No. 1
Formula: C5H12O2
Source: the OMol25 dataset
Level of theory: the ωB97M-V functional and the def2-TZVPD basis

Each atom is followed by the atoms it is bonded to, with distances in Å.
Geometry (Å):
1 O -0.849 2.274 0.168  C3 1.409, H13 0.969
2 O 1.258 0.604 -0.602  C4 1.415, C5 1.407
3 C -1.182 1.049 0.778  O1 1.409, C7 1.535, H12 1.106, H17 1.096
4 C 0.500 -0.533 -0.234  O2 1.415, C7 1.524, H15 1.106, H16 1.103
5 C 2.635 0.329 -0.680  O2 1.407, H10 1.101, H18 1.093, H19 1.101
6 C -1.788 -1.372 0.314  C7 1.529, H8 1.098, H11 1.096, H14 1.095
7 C -0.975 -0.161 -0.143  C3 1.535, C4 1.524, C6 1.529, H9 1.098
8 H -1.474 -1.715 1.309  C6 1.098
9 H -1.314 0.141 -1.144  C7 1.098
10 H 2.845 -0.419 -1.460  C5 1.101
11 H -1.676 -2.213 -0.380  C6 1.096
12 H -0.610 0.893 1.711  C3 1.106
13 H 0.046 2.161 -0.185  O1 0.969
14 H -2.853 -1.125 0.367  C6 1.095
15 H 0.852 -0.907 0.745  C4 1.106
16 H 0.656 -1.341 -0.969  C4 1.103
17 H -2.239 1.122 1.058  C3 1.096
18 H 3.145 1.262 -0.932  C5 1.093
19 H 3.024 -0.048 0.279  C5 1.101

multiplicity: 1
largest force on an atom: 0.41 eV/A
energy relative to the best compared isomer or geometry (same formula, charge and spin): 25.5 kcal per mole
SMILES: COC[C@@H](C)CO
total charge: 0
molecular weight: 104.15 g/mol

No. 2
Formula: C5H12O2
Source: the OMol25 dataset
Level of theory: the ωB97M-V functional and the def2-TZVPD basis

Each atom is followed by the atoms it is bonded to, with distances in Å.
Geometry (Å):
1 O -1.195 1.996 -0.378  C6 1.415, H10 0.965
2 O -0.384 -0.839 1.358  C5 1.425, H19 0.966
3 C 1.191 0.195 -0.087  C4 1.522, C5 1.527, H8 1.090, H15 1.097
4 C 2.389 -0.192 0.768  C3 1.522, H13 1.095, H14 1.095, H18 1.094
5 C 0.025 -0.788 -0.006  O2 1.425, C3 1.527, C7 1.535, H9 1.104
6 C -1.955 0.806 -0.486  O1 1.415, C7 1.530, H11 1.098, H12 1.094
7 C -1.157 -0.426 -0.916  C5 1.535, C6 1.530, H16 1.102, H17 1.097
8 H 0.856 1.183 0.229  C3 1.090
9 H 0.404 -1.778 -0.316  C5 1.104
10 H -0.757 1.968 0.481  O1 0.965
11 H -2.462 0.595 0.465  C6 1.098
12 H -2.725 1.013 -1.235  C6 1.094
13 H 3.148 0.596 0.720  C4 1.095
14 H 2.847 -1.128 0.432  C4 1.095
15 H 1.476 0.295 -1.142  C3 1.097
16 H -1.863 -1.272 -0.932  C7 1.102
17 H -0.797 -0.306 -1.945  C7 1.097
18 H 2.083 -0.311 1.812  C4 1.094
19 H -1.035 -1.547 1.445  O2 0.966

multiplicity: 1
largest force on an atom: 0.37 eV/A
energy relative to the best compared isomer or geometry (same formula, charge and spin): 20.1 kcal per mole
SMILES: CC[C@@H](O)CCO
total charge: 0
molecular weight: 104.15 g/mol

What HOMO values result from the calculations? In sequence: -9.884; -9.935 eV.